#a
DFT (ωB97M-V/def2-TZVPD) results for 2 unconnected molecules or ions with the total composition C6H12N3S.

```
22
Properties=species:S:1:pos:R:3:mulliken_charge:R:1
C -1.1614 -0.2039 4.3844 -0.57
C -0.0863 0.4731 4.8085 -0.16
C -0.5519 0.6278 2.2754 0.51
C -0.7879 -0.2662 -2.3687 -0.77
C 1.3849 0.6541 -2.4849 -0.86
C 0.6867 -0.6299 -0.5159 -0.25
N -1.4473 -0.0885 3.0215 -0.08
N -0.6145 0.9064 1.0397 -0.73
N 0.4896 -0.2183 -1.6928 0.11
S 0.5879 1.3145 3.4949 -0.13
H -1.9632 -0.5829 4.8435 0.43
H 0.3320 0.6770 5.7704 0.40
H -0.6947 -0.8540 -3.2949 0.37
H -1.7427 -0.6619 -1.7482 0.27
H -1.0480 0.7677 -2.7198 0.31
H 1.5416 0.2649 -3.4396 0.34
H 0.8797 1.6652 -2.4438 0.36
H 2.4249 0.6927 -2.0699 0.32
H -0.0105 -1.0976 0.0885 0.35
H 1.7240 -0.6898 -0.1706 0.33
H 0.0249 1.5962 0.7719 0.25
H -2.2539 -0.3837 2.6458 0.18
```

Computed properties:
**Frontier orbital gap**: 7.300 eV
**Charge**: +1
**HOMO**: -0.4111 hartree

=====

#b
DFT (ωB97M-V/def2-TZVPD) results for a molecular structure, C6H12N3S.

```
22
Properties=species:S:1:pos:R:3:mulliken_charge:R:1
C 1.1193 -2.3532 1.2686 -0.10
C 0.0302 -0.3325 0.4412 -0.13
C -0.1309 0.0609 -1.9873 -1.62
C 1.0061 1.7473 -0.2711 -1.34
C -1.5231 1.3368 -0.3583 -2.08
C -0.1868 0.7019 -0.5070 1.90
N 0.0127 -2.0548 1.9061 -0.96
N -0.5340 -0.9319 1.4086 0.78
N 1.4459 -1.6522 0.2197 -0.25
S -1.8259 -0.3692 2.3265 -0.05
H 1.7974 -3.0720 1.6900 0.44
H 0.8869 -0.0336 -2.2369 0.43
H -0.5128 0.6033 -2.8024 0.44
H -0.5617 -0.9427 -1.9536 0.39
H 1.9956 1.2107 -0.4413 0.34
H 0.9941 2.8240 -0.7278 0.34
H 0.9266 1.9778 0.7907 0.43
H -1.4762 1.8173 0.5825 0.66
H -2.2335 0.5725 -0.6306 0.47
H -1.5598 2.1185 -1.1558 0.41
H 2.1955 -1.6679 -0.4677 0.22
H -1.8655 -1.5608 2.9057 0.27
```

Computed properties:
**Frontier orbital gap**: 9.675 eV
**Charge**: +1
**HOMO**: -0.5154 hartree

=====

Relative energies, hartree: #a 0.0000; #b 0.0880.

=====

#a
DFT (ωB97M-V/def2-TZVPD) results for 2 unconnected molecules or ions with the total composition C3H10N2.

```
15
Properties=species:S:1:pos:R:3:mulliken_charge:R:1
C -1.7769 -0.8068 0.7155 -0.69
C -2.6787 -0.5945 1.9381 -0.84
H -2.0506 -1.6603 0.0831 0.29
H -0.7660 -1.0181 1.0702 0.22
H -1.7093 0.1788 0.1732 0.21
H -2.9961 -1.5783 2.3112 0.27
H -2.1261 -0.2153 2.8238 0.26
H -3.5109 0.0676 1.7366 0.27
N 2.2930 1.6257 -1.7341 -0.20
C 2.7743 0.5351 -1.1083 0.24
N 2.6985 -0.7173 -1.4952 -0.27
H 2.3387 2.5016 -1.2226 0.30
H 2.1380 1.5692 -2.7420 0.30
H 3.1111 0.8077 -0.1101 0.35
H 2.2611 -0.6951 -2.4394 0.27
```

Computed properties:
**Frontier orbital gap (spin up / spin down)**: 9.141 / 4.563 eV
**Charge**: +1
**Multiplicity**: 2
**HOMO (spin up / spin down)**: -0.5160 / -0.5160 hartree

=====

#b
DFT (ωB97M-V/def2-TZVPD) results for 2 unconnected molecules or ions with the total composition C3H10N2.

```
15
Properties=species:S:1:pos:R:3:mulliken_charge:R:1
C 3.8796 2.1941 -3.6558 -0.54
N 5.0321 1.2824 -3.5995 -0.52
H 3.7449 2.9900 -2.9277 0.20
H 4.0004 2.7197 -4.6730 0.20
H 2.8949 1.6671 -3.7040 0.22
H 5.7258 1.5392 -4.2936 0.22
H 4.9504 0.2844 -3.6886 0.22
C -4.6230 -1.2834 4.0624 -0.52
C -3.3181 -1.3908 3.6062 0.28
N -3.0970 -1.7882 2.3144 -0.34
H -5.4002 -1.9940 3.7315 0.28
H -5.1008 -0.5281 4.7208 0.29
H -2.5404 -0.8790 4.1728 0.36
H -2.3317 -2.4151 1.9902 0.33
H -3.8171 -2.3984 1.9441 0.31
```

Computed properties:
**Frontier orbital gap (spin up / spin down)**: 5.041 / 1.993 eV
**Charge**: +1
**Multiplicity**: 2
**HOMO (spin up / spin down)**: -0.3776 / -0.3776 hartree

=====

Relative energies, hartree: #a 0.0000; #b 0.0166.

=====

#a
DFT (ωB97M-V/def2-TZVPD) results for a single C4H3N3 molecule.

```
10
Properties=species:S:1:pos:R:3:mulliken_charge:R:1
C 2.4989 -0.3858 0.0424 -0.26
C 1.3498 -0.0393 0.2111 -0.36
C -0.0305 0.0081 0.1729 0.58
C -0.8027 1.0954 -0.1349 -0.29
N -2.0827 0.6525 -0.1777 -0.26
N -2.1280 -0.6152 0.0741 -0.53
N -0.8777 -1.0377 0.2836 0.23
H 3.2320 0.2238 -0.7409 0.24
H -0.5420 2.1473 -0.2063 0.41
H -0.7010 -2.0189 0.4680 0.24
```

Computed properties:
**Frontier orbital gap**: 9.635 eV
**HOMO**: -0.3496 hartree

=====

#b
DFT (ωB97M-V/def2-TZVPD) results for 2 unconnected molecules or ions with the total composition C4H3N3.

```
10
Properties=species:S:1:pos:R:3:mulliken_charge:R:1
N 2.3172 0.3278 -0.0031 0.08
C 3.4527 0.6041 -0.1364 -0.26
C 0.6937 -1.3032 -0.0031 0.41
N 0.3405 -2.3934 -0.1704 -0.40
C -2.1146 -0.0468 -0.1390 -0.18
C -1.9660 1.1080 0.1721 -0.62
N 1.0435 -0.0218 0.2386 -0.05
H -2.2352 -1.0767 -0.4037 0.46
H -1.8728 2.1331 0.4594 0.38
H 0.3408 0.6689 -0.0143 0.18
```

Computed properties:
**Frontier orbital gap**: 11.271 eV
**HOMO**: -0.3926 hartree

=====

Relative energies, hartree: #a 0.0000; #b 0.0543.

=====

#a
DFT (ωB97M-V/def2-TZVPD) results for a single C4H3N3 molecule.

```
10
Properties=species:S:1:pos:R:3:mulliken_charge:R:1
N 1.1604 2.3431 -0.4910 -0.38
C 0.8543 1.2322 -0.4787 0.15
C -1.7444 -0.3205 0.5921 -0.24
N -0.7067 -0.7586 1.5334 -0.36
C 0.4335 -0.7121 0.9700 -0.11
C 0.3690 -0.1579 -0.4420 0.17
N -1.0881 -0.1322 -0.5501 -0.07
H 1.3540 -1.0530 1.4403 0.39
H 0.8991 -0.7378 -1.2078 0.26
H -1.5411 0.2267 -1.3779 0.19
```

Computed properties:
**Frontier orbital gap**: 9.058 eV
**HOMO**: -0.3450 hartree

=====

#b
DFT (ωB97M-V/def2-TZVPD) results for a single C4H3N3 molecule.

```
10
Properties=species:S:1:pos:R:3:mulliken_charge:R:1
H 1.6060 1.8639 -0.0742 0.24
N 0.7515 1.3175 -0.1375 -0.61
C 1.0046 0.0662 -0.0580 0.61
C 2.3247 -0.5074 0.0772 0.12
N 3.3751 -0.9701 0.1955 -0.36
N 0.0188 -0.8800 -0.2436 -0.46
C -1.1128 -0.3636 -0.1992 0.81
C -2.3758 -0.1409 -0.0264 -0.95
H -2.5582 -1.0991 0.4050 0.26
H -3.0340 0.7134 0.0613 0.33
```

Computed properties:
**Frontier orbital gap**: 9.161 eV
**HOMO**: -0.3496 hartree

=====

#c
DFT (ωB97M-V/def2-TZVPD) results for a single C4H3N3 molecule.

```
10
Properties=species:S:1:pos:R:3:mulliken_charge:R:1
N 3.2520 -0.1309 0.1562 -0.46
C 2.1421 -0.4571 0.1078 0.31
C 0.7156 -0.4671 0.0299 0.32
N -0.1931 -1.4089 0.1471 -0.57
C -1.3866 -0.7409 0.0624 -0.32
C -1.1855 0.6067 -0.1038 -0.23
N 0.1625 0.7687 -0.1311 -0.06
H -2.3387 -1.2487 0.1300 0.39
H -1.8519 1.4488 -0.1900 0.39
H 0.6835 1.6294 -0.2086 0.22
```

Computed properties:
**Frontier orbital gap**: 10.167 eV
**HOMO**: -0.3499 hartree

=====

#d
DFT (ωB97M-V/def2-TZVPD) results for a single C4H3N3 molecule.

```
10
Properties=species:S:1:pos:R:3:mulliken_charge:R:1
N 0.4107 -1.9618 -2.0342 -0.43
C 0.3377 -0.8142 -1.4590 0.07
C 0.2007 0.1655 -0.3216 0.14
C 1.2848 0.5442 0.6660 0.30
N 1.6997 1.0896 1.6402 -0.45
C -1.2357 0.2590 -0.1467 -0.10
N -1.7669 0.4725 1.2030 -0.50
H -2.0366 -0.1246 -0.8277 0.38
H -1.2675 0.8254 1.9669 0.27
H -2.6245 1.1696 0.7666 0.32
```

Computed properties:
**Frontier orbital gap**: 8.914 eV
**HOMO**: -0.3523 hartree

=====

Relative energies, hartree: #a 0.0973; #b 0.1110; #c 0.0000; #d 0.1435.

=====

#a
DFT (ωB97M-V/def2-TZVPD) results for a single C4H3N3 molecule.

```
10
Properties=species:S:1:pos:R:3:mulliken_charge:R:1
N -1.0714 -1.6414 2.6816 -0.34
C -0.8358 -1.1216 1.6763 0.16
C -0.5227 -0.4692 0.4232 0.57
N -1.2966 -0.5479 -0.6584 -0.47
C -0.7032 0.1765 -1.6676 -0.34
C 0.5725 0.7375 -1.0680 -0.21
N 0.5858 0.2485 0.3077 -0.13
H 0.5555 1.8339 -1.1016 0.28
H 1.4458 0.3805 -1.6275 0.29
H 1.2701 0.4032 1.0343 0.20
```

Computed properties:
**Frontier orbital gap**: 7.453 eV
**HOMO**: -0.3134 hartree

=====

#b
DFT (ωB97M-V/def2-TZVPD) results for a single C4H3N3 molecule.

```
10
Properties=species:S:1:pos:R:3:mulliken_charge:R:1
N 3.4093 -0.7492 0.0422 -0.37
C 2.2985 -0.4334 0.0326 0.15
C 0.9155 0.0335 0.0136 0.60
N -0.0164 -1.0006 0.1285 -0.58
C -1.1939 -0.5230 0.0121 0.50
C -2.1099 0.3484 -0.3559 -0.50
N 0.5998 1.2632 -0.1065 -0.59
H -2.1623 -1.1936 -0.0361 0.25
H -2.8050 0.8237 0.3349 0.28
H 1.4212 1.8569 -0.2038 0.25
```

Computed properties:
**Frontier orbital gap**: 9.299 eV
**HOMO**: -0.3629 hartree

=====

Relative energies, hartree: #a 0.0000; #b 0.0534.